Record 1
Below is an isolated molecule of C4H6O, with properties calculated with ωB97M-V/def2-TZVPD.

Output
**Energy above the lowest of the compared OMol25 structures with the same formula, charge and spin**: 108.0 kcal per mole
**Kohn-Sham gap (spin up / spin down)**: 7.24 / 7.27 eV

ORCA input file:
```
! RIJCOSX wB97M-V def2-TZVPD def2/J DEFGRID3
* xyz 0 1
C -1.96143 0.24201 0.21763
O -0.68694 0.59235 -0.32907
C 0.23261 -0.34130 -0.23293
C 1.59980 -0.13520 -0.24436
C 2.57419 0.52773 -0.93923
H -2.35538 -0.65156 -0.27546
H -2.61381 1.09386 0.03693
H -1.87788 0.06341 1.29703
H 1.75338 -0.71723 0.69297
H -0.13396 -1.32703 0.07581
H 3.46943 0.65296 -0.29932
*
```

Record 2
Below is a structure of composition BrClO3P in a non-equilibrium geometry, with properties calculated with ωB97M-V/def2-TZVPD.

Output
**Energy above the lowest of the compared OMol25 structures with the same formula, charge and spin**: 37.6 kcal per mole
**Kohn-Sham gap**: 8.34 eV

ORCA input file:
```
! RIJCOSX wB97M-V def2-TZVPD def2/J DEFGRID3
* xyz -1 1
O 1.21208 0.58796 1.28028
O -1.02334 -1.00846 0.91375
O 0.27338 -0.03206 -1.23173
P -0.20713 0.06082 0.42688
Cl 1.19372 -1.40021 -1.40385
Br -1.44871 1.79195 0.01467
*
```

Record 3
Below is a cluster of 7 separate species, H14O7 in total in a non-equilibrium geometry, with properties calculated with ωB97M-V/def2-TZVPD.

Output
**Energy above the lowest of the compared OMol25 structures with the same formula, charge and spin**: 41.6 kcal per mole
**Kohn-Sham gap**: 10.82 eV
**SMILES**: O.O.O.O.O.O.O

ORCA input file:
```
! RIJCOSX wB97M-V def2-TZVPD def2/J DEFGRID3
* xyz 0 1
O 4.46700 -9.47300 25.71100
H 4.21500 -8.97300 26.48500
H 3.66400 -9.41700 25.21800
O 0.11700 -8.99200 26.32100
H -0.43000 -9.51300 25.75700
H -0.26900 -8.14500 26.25200
O 1.93600 -10.66700 24.45800
H 1.09100 -10.24500 24.58400
H 1.65600 -11.49200 24.12500
O 0.28900 -13.24600 25.99100
H 1.07800 -13.52300 25.54700
H 0.55100 -12.98800 26.90200
O 1.85600 -11.36100 27.30100
H 1.71800 -11.19000 26.40200
H 1.52900 -10.56400 27.66200
O 3.47400 -13.28500 26.24200
H 3.81400 -12.57600 25.69800
H 3.00700 -12.76400 26.91700
O 0.61500 -7.30300 28.51700
H 0.25100 -8.15200 28.26700
H -0.12000 -6.69600 28.70300
*
```

Record 4
Below is a cluster of 5 separate species, C20H19Cl12F3O4 in total in a non-equilibrium geometry, with properties calculated with ωB97M-V/def2-TZVPD.

Output
**Kohn-Sham gap**: 6.66 eV
**SMILES**: CCc1ccc(OC[C@H](C)O)c2c1C(=O)C=C(C(F)(F)F)C2=O.ClC(Cl)Cl.ClC(Cl)Cl.ClC(Cl)Cl.ClC(Cl)Cl

ORCA input file:
```
! RIJCOSX wB97M-V def2-TZVPD def2/J DEFGRID3
* xyz 0 1
C -5.62338 0.30233 -5.91976
C -5.73798 -1.07716 -4.98322
C -4.28014 -1.35724 -4.28591
C -2.93804 -1.03265 -5.21043
C -1.42134 -1.27252 -4.61772
C -1.15198 -1.86037 -3.11091
O 0.18324 -2.08001 -2.50822
C 0.94603 -0.82767 -2.39475
C 0.67454 0.03512 -1.02816
C 1.73830 -0.23759 0.19105
O -0.67744 -0.09531 -0.46268
C -2.50284 -2.21734 -2.19128
C -4.04852 -1.95506 -2.76529
C -5.32134 -2.29042 -1.76567
O -6.58189 -2.50466 -2.15611
C -5.00766 -2.31034 -0.14371
C -3.63696 -2.57896 0.44822
C -3.38101 -2.63702 2.09568
F -1.94467 -2.83045 2.45187
F -3.86397 -1.43052 2.80597
F -4.10964 -3.83157 2.63959
C -2.40908 -2.85171 -0.65504
O -1.33806 -3.61351 -0.36929
H -6.64650 0.88195 -5.94292
H -4.83943 1.00536 -5.38981
H -5.22219 0.07819 -7.00073
H -6.61383 -0.86188 -4.21909
H -6.02509 -1.97144 -5.71685
H -3.00592 -0.62501 -6.32720
H -0.49577 -1.02776 -5.30613
H 2.09760 -1.12874 -2.38487
H 0.75843 -0.10019 -3.30933
H 0.79605 1.18263 -1.33109
H 1.50927 -1.24913 0.74297
H 1.65432 0.68294 0.93806
H 2.82939 -0.21737 -0.26810
H -0.66357 -0.49749 0.46339
H -5.86575 -2.13686 0.66495
Cl 1.65388 3.20197 3.53872
C 3.34075 2.71157 3.30748
Cl 3.61801 2.20786 1.63154
Cl 4.43826 4.03031 3.75031
H 3.54448 1.85972 3.96131
Cl 5.91748 6.34696 4.87775
C 7.08080 6.47365 6.20821
Cl 6.84684 5.15381 7.36694
Cl 8.74002 6.46864 5.58638
H 6.90996 7.42091 6.72605
Cl 0.99100 -3.64274 4.28560
C 0.21275 -2.68179 5.55461
Cl 0.62996 -3.31273 7.15686
Cl 0.67689 -0.97728 5.41710
H -0.87028 -2.75519 5.42686
Cl 7.67682 3.51808 2.29188
C 7.69552 2.69223 0.72436
Cl 6.19246 3.00340 -0.16071
Cl 9.09734 3.20331 -0.23135
H 7.77387 1.61672 0.90263
*
```

Record 5
Below is an isolated molecule of C3H3FO2 in a non-equilibrium geometry, with properties calculated with ωB97M-V/def2-TZVPD.

Output
**Energy above the lowest of the compared OMol25 structures with the same formula, charge and spin**: 109.4 kcal per mole
**Kohn-Sham gap (spin up / spin down)**: 8.85 / 7.53 eV
**SMILES**: O=C/C(F)=C/O

ORCA input file:
```
! RIJCOSX wB97M-V def2-TZVPD def2/J DEFGRID3
* xyz 0 1
O -0.06061 -1.52729 2.52356
C 0.12451 -1.14069 1.38218
C 0.01253 0.15156 0.76581
F 0.37372 1.24415 1.40739
C -0.11787 0.30170 -1.08851
O 0.16136 1.54032 -1.43257
H 0.34078 -1.95753 0.49528
H -0.55144 -0.47461 -1.82274
H -0.28298 1.86240 -2.23040
*
```

Record 6
Below is a structure of composition C31H39N10PbSbSe5Si in a non-equilibrium geometry, with properties calculated with ωB97M-V/def2-TZVPD.

Output
**Energy above the lowest of the compared OMol25 structures with the same formula, charge and spin**: 5.6 kcal per mole
**Kohn-Sham gap**: 2.87 eV

ORCA input file:
```
! RIJCOSX wB97M-V def2-TZVPD def2/J DEFGRID3
* xyz -2 1
Pb 0.03561 0.06912 -0.23928
C 2.41691 3.29028 0.44321
C 3.00833 2.25905 -0.52715
C 4.07836 2.56214 -1.38986
C 4.32600 1.74202 -2.50904
C 3.55136 0.66931 -2.73782
C 2.46025 0.32825 -1.78280
N 2.32694 1.03357 -0.65061
N 1.50426 -0.59671 -2.08150
Si 1.58934 -1.91575 -3.30721
C 1.76604 -1.04679 -4.97345
C 0.02748 -2.91648 -3.47498
C 2.95034 -3.08667 -2.69810
H 3.09213 3.33584 1.34647
H 1.45407 2.80400 0.82538
H 2.20014 4.27137 0.03180
H 4.75629 3.38738 -1.14411
H 5.23682 1.81779 -3.17484
H 3.68474 -0.00863 -3.57285
H 2.12411 -1.76414 -5.72248
H 2.43455 -0.18060 -4.98945
H 0.70338 -0.70610 -5.21875
H -0.92357 -2.34878 -3.26768
H 0.09078 -3.82514 -2.78042
H 0.03061 -3.22455 -4.54552
H 3.92703 -2.52505 -2.46700
H 3.31147 -3.86615 -3.40352
H 2.69228 -3.57998 -1.78897
C -3.53132 2.81543 1.70634
C -2.80213 1.72626 1.19658
N -1.59585 1.38330 1.64965
C -1.03820 2.12518 2.67340
C -1.70435 3.32314 3.11114
C -2.98936 3.59248 2.66632
C -1.13835 4.09720 4.18930
C -0.02091 3.66572 4.84929
C 0.70646 2.52703 4.43719
C 1.80805 2.09145 5.22059
C 2.42172 0.91011 4.74112
C 1.90922 0.23185 3.65343
N 0.86415 0.66314 2.91839
C 0.18287 1.73780 3.33261
H -4.46094 3.16499 1.20918
H -3.17167 1.09779 0.37169
H -3.56788 4.38310 3.14033
H -1.61626 5.02402 4.40919
H 0.34647 4.25656 5.65631
H 2.09403 2.66415 6.06211
H 3.42372 0.66308 5.05892
H 2.42433 -0.62605 3.27885
Se -4.40311 1.35685 -4.02773
N -3.84330 3.04641 -4.17472
C -2.94852 3.35032 -3.21949
C -2.42630 4.63547 -2.88646
C -1.15444 4.75555 -2.22143
C -0.61525 3.55740 -1.69276
N -1.23636 2.36971 -1.77309
C -2.27706 2.21793 -2.62962
N -2.85097 1.04242 -2.90785
H -3.05417 5.43789 -3.16682
H -0.60594 5.68712 -2.11962
H 0.35051 3.56451 -1.15243
Se -5.11200 -3.42036 0.24027
Sb -5.07611 -1.39664 -1.16672
Se -2.64862 -0.45098 -1.75081
Se -5.81226 -1.68997 -3.56479
Se -6.15995 0.44956 -0.01586
C 0.19015 -5.61472 0.41639
N 0.77763 -4.46502 1.10751
C 2.23438 -4.45128 1.13260
C 0.08356 -3.24761 1.07305
N 0.64261 -2.18221 0.54179
N -1.16921 -3.20839 1.64174
C -2.01148 -2.03122 1.76229
C -1.58656 -4.27805 2.59666
H 0.47629 -5.72516 -0.61276
H -0.91950 -5.45948 0.46537
H 0.35014 -6.53790 1.03234
H 2.52925 -5.29047 1.79264
H 2.69441 -3.55078 1.57448
H 2.69028 -4.65727 0.12564
H 1.56595 -2.42240 0.09324
H -1.90140 -1.33406 2.60319
H -3.01250 -2.46796 1.86575
H -1.89984 -1.45881 0.78789
H -0.76369 -4.85402 3.00097
H -2.29940 -4.94129 2.08362
H -2.19705 -3.83140 3.41413
*
```

Record 7
Below is the ion CH5N2 with charge +1 in a non-equilibrium geometry, with properties calculated with ωB97M-V/def2-TZVPD.

Output
**Energy above the lowest of the compared OMol25 structures with the same formula, charge and spin**: 14.6 kcal per mole
**Kohn-Sham gap**: 12.84 eV
**SMILES**: NC=[NH2+]

ORCA input file:
```
! RIJCOSX wB97M-V def2-TZVPD def2/J DEFGRID3
* xyz 1 1
N 1.15239 0.12802 0.01627
C 0.01055 -0.41191 0.02274
N -1.14857 0.15347 0.01356
H 2.12426 -0.33717 0.09867
H 1.13738 1.10378 -0.20491
H 0.05200 -1.44242 -0.00266
H -1.92372 -0.33869 -0.17925
H -1.40429 1.14492 0.23559
*
```

Record 8
Below is a structure of composition CHBrO3Pd in a non-equilibrium geometry, with properties calculated with ωB97M-V/def2-TZVPD.

Output
**Expectation value of S²**: 2.010
**Energy above the lowest of the compared OMol25 structures with the same formula, charge and spin**: 47.6 kcal per mole
**Kohn-Sham gap (spin up / spin down)**: 8.61 / 6.72 eV

ORCA input file:
```
! RIJCOSX wB97M-V def2-TZVPD def2/J DEFGRID3
* xyz 0 3
Pd 2.03164 2.79882 -18.01927
Br 0.36377 1.98376 -18.59796
O -1.39102 -0.19234 -18.39656
C -1.23895 -0.51382 -19.67435
O -0.55839 0.15614 -20.47996
O -1.88722 -1.43092 -20.16105
H -0.72925 0.48952 -18.25975
*
```